Entry 1:
Below is a 5-piece molecular cluster, C6H17NO4 overall, with properties calculated with ωB97M-V with the def2-TZVPD basis set.

Last column: Löwdin charge in e.
Cartesian coordinates (Å):
C 1.9153 -2.3359 0.5772  -0.017
C 0.6487 -1.5954 0.3664  -0.250
C 0.1750 -0.4773 1.0257  0.034
N -1.1562 -0.2124 0.6360  0.150
C -1.3506 -0.9932 -0.4762  -0.199
C -0.3126 -1.9507 -0.5841  0.079
C -2.5199 -0.8617 -1.4003  0.037
H 1.9078 -2.8347 1.5748  0.121
H 2.2168 -2.8889 -0.3050  0.091
H 2.8032 -1.6692 0.5342  0.087
H 0.6405 -0.0212 1.8730  0.140
H -1.9229 0.1980 1.1573  0.160
H -0.4298 -2.7912 -1.2654  0.148
H -2.2489 -1.4840 -2.2383  0.089
H -3.4945 -1.1668 -0.9652  0.127
H -2.5495 0.1885 -1.6565  0.090
H -1.8872 2.7391 0.8140  0.008
H -2.8508 2.2173 -0.3696  0.052
O -2.6618 2.1969 0.5828  -0.061
H 1.8274 0.8251 0.0347  0.025
H 3.0567 0.9325 1.0785  0.079
O 2.1648 1.2190 0.8410  -0.036
H 0.6566 3.4176 1.7695  0.064
H 0.0320 2.4265 0.7796  0.008
O -0.1243 3.2653 1.2259  -0.040
H 2.1769 -1.0526 -3.0594  0.041
H 2.6366 -0.5507 -1.6994  0.014
O 2.3243 -0.2438 -2.5671  -0.041

Calculated total energy ... -16169.587 eV
Energy above the lowest of the compared OMol25 structures with the same formula, charge and spin ... 0.00 kJ/mol
HOMO energy (spin up / spin down) ... -14.1007 / -14.3049 eV
Spin multiplicity ... 2
LUMO level (spin up / spin down) ... -3.4 / -7.0 eV
⟨S²⟩ ... 0.762
Total charge ... +1

Entry 2:
Below is the molecule C18H18FNO3, with properties calculated with ωB97M-V with the def2-TZVPD basis set.

Last column: Löwdin charge in e.
Cartesian coordinates (Å):
C -2.4377 1.7468 -0.8486  -0.032
C -1.2207 1.4474 -1.6505  -0.272
C -0.6349 0.2450 -1.9135  0.011
C 0.5122 0.4895 -2.7210  -0.114
C 1.4849 -0.4632 -3.2091  -0.344
O 2.2255 -0.2725 -4.1524  0.085
C 1.5532 -1.8064 -2.4660  -0.070
O 1.1972 -1.7304 -1.0943  -0.031
C 1.9068 -0.8653 -0.3525  -0.495
O 2.8581 -0.2504 -0.7711  0.134
C 1.3937 -0.7317 1.0209  0.035
C 0.2249 -1.2409 1.4240  -0.013
C -0.3749 -1.0915 2.7382  -0.208
C 0.3221 -0.5907 3.8411  -0.031
C -0.2957 -0.4606 5.0701  -0.068
C -1.6235 -0.8197 5.2358  -0.008
C -2.3079 -1.3177 4.1413  -0.269
F -3.6015 -1.6736 4.2847  0.059
C -1.7104 -1.4646 2.9066  0.041
C 0.5680 1.8653 -2.9202  -0.200
C 1.5785 2.6652 -3.6520  -0.003
N -0.4761 2.4277 -2.2646  -0.059
C -0.7307 3.8393 -2.1954  -0.009
H -3.2158 2.2051 -1.4608  0.079
H -2.2088 2.4200 -0.0219  0.082
H -2.8299 0.8211 -0.4376  0.078
H -0.9975 -0.7119 -1.5979  0.114
H 2.5728 -2.1913 -2.5764  0.141
H 0.8469 -2.5088 -2.9158  0.143
H 2.0213 -0.1295 1.6603  0.116
H -0.3592 -1.8049 0.7094  0.118
H 1.3587 -0.3141 3.7369  0.107
H 0.2592 -0.0760 5.9122  0.108
H -2.1235 -0.7237 6.1862  0.118
H -2.2831 -1.8602 2.0819  0.126
H 1.1350 3.1486 -4.5237  0.089
H 2.0047 3.4362 -3.0100  0.087
H 2.3686 2.0034 -3.9939  0.075
H -1.7739 4.0158 -1.9425  0.086
H -0.5186 4.3027 -3.1588  0.093
H -0.1005 4.3116 -1.4362  0.103

Calculated total energy ... -29308.199 eV
Energy above the lowest of the compared OMol25 structures with the same formula, charge and spin ... 116.98 kJ/mol
HOMO energy ... -8.0192 eV
Spin multiplicity ... 1
LUMO level ... -0.2 eV
SMILES ... Cc1cc(C(=O)COC(=O)/C=C/c2cccc(F)c2)c(C)n1C

Entry 3:
Below is C32H35Br2N10NaO as an isolated structure, with properties calculated with ωB97M-V with the def2-TZVPD basis set.

Last column: Löwdin charge in e.
Cartesian coordinates (Å):
Na 0.2559 -0.0070 0.3003  0.189
C -3.0799 0.3279 0.7874  -0.134
N -1.8851 1.1343 0.9319  -0.060
C -1.9911 2.1672 1.9341  -0.140
C -0.6497 2.5596 2.4801  -0.313
N 0.5057 2.1348 2.0637  0.180
C 1.4384 2.7376 2.9098  -0.210
C 2.8267 2.6221 2.9441  -0.009
C 3.5127 3.3408 3.9044  -0.088
C 2.8418 4.1607 4.8235  -0.094
C 1.4650 4.2806 4.8099  -0.023
C 0.7876 3.5533 3.8396  -0.193
N -0.5565 3.4188 3.5419  0.163
C -2.8834 -0.6451 -0.3321  -0.296
N -1.7286 -1.1137 -0.7025  0.190
C -2.0096 -1.9707 -1.7633  -0.203
C -1.1515 -2.7690 -2.5149  -0.014
C -1.7054 -3.5368 -3.5190  -0.077
C -3.0858 -3.5229 -3.7771  -0.095
C -3.9525 -2.7501 -3.0283  -0.028
C -3.3825 -1.9836 -2.0176  -0.189
N -3.9234 -1.1156 -1.0828  0.162
H -3.9945 0.9140 0.6010  0.123
H -3.2382 -0.2255 1.7199  0.130
H -1.5869 1.5283 0.0430  0.088
H -2.5862 1.7790 2.7677  0.126
H -2.5115 3.0692 1.5771  0.130
H 3.3517 1.9789 2.2499  0.108
H 4.5905 3.2655 3.9553  0.101
H 3.4141 4.7064 5.5618  0.101
H 0.9462 4.9077 5.5231  0.108
H -1.3234 3.8614 4.0161  0.161
H -0.0931 -2.7946 -2.2966  0.064
H -1.0644 -4.1712 -4.1169  0.102
H -3.4811 -4.1389 -4.5742  0.098
H -5.0181 -2.7512 -3.2175  0.105
H -4.8931 -0.8820 -0.9662  0.158
N 2.1645 1.3549 -0.5010  0.015
C 2.3167 2.5777 -1.2786  -0.256
C 1.0807 3.4603 -1.1542  -0.263
N -0.1551 2.7124 -1.4282  0.017
H 1.9656 1.5707 0.4701  0.027
H 2.9857 0.7635 -0.5217  0.088
H 2.4371 2.2976 -2.3305  0.108
H 3.1944 3.1719 -0.9957  0.106
H 1.2133 4.2939 -1.8527  0.105
H 1.0323 3.8867 -0.1472  0.093
H 0.0311 1.9598 -2.0906  0.013
H -0.8406 3.3297 -1.8463  0.070
Br 1.9758 -4.4171 -0.9458  0.772
C 1.0378 -3.9680 0.6438  -0.587
C 0.5280 -5.0055 1.4264  -0.186
C -0.1315 -4.7359 2.5912  -0.641
Br -0.8047 -6.1880 3.6197  0.734
C -0.3076 -3.4017 3.0245  -0.193
C -0.9585 -3.0373 4.2246  -0.043
C -1.0790 -1.7210 4.5636  -0.056
C -0.5626 -0.7479 3.6900  -0.142
N 0.0374 -1.0400 2.5656  0.126
C 0.1955 -2.3442 2.2209  -0.121
C 0.9173 -2.6092 0.9668  -0.432
O 1.3877 -1.6730 0.2504  -0.170
H 0.6610 -6.0294 1.1051  0.092
H -1.3489 -3.8136 4.8688  0.072
H -1.5607 -1.4232 5.4857  0.100
H -0.6454 0.3073 3.9368  0.095
C 3.2691 -1.7454 -3.8058  -0.015
C 2.0644 -0.8663 -3.7715  -0.300
C 1.4229 -0.1370 -4.7503  0.009
C 0.3331 0.4787 -4.0967  -0.357
N 0.3081 0.1513 -2.8124  0.066
N 1.3700 -0.6569 -2.6401  0.044
C -0.7113 1.3838 -4.6650  -0.041
H 3.4202 -2.1376 -4.8097  0.080
H 3.1583 -2.5871 -3.1213  0.042
H 4.1686 -1.1976 -3.5194  0.081
H 1.6924 -0.0727 -5.7913  0.104
H 1.5281 -1.0638 -1.7215  0.106
H -1.0139 1.0534 -5.6584  0.075
H -0.3475 2.4102 -4.7541  0.073
H -1.5905 1.3854 -4.0208  0.072

Calculated total energy ... -195206.311 eV
HOMO energy ... -6.6062 eV
Spin multiplicity ... 1
LUMO level ... -0.1 eV

Entry 4:
Below is C17H31F3KNO9S4 as an isolated structure, with properties calculated with ωB97M-V with the def2-TZVPD basis set.

Last column: Löwdin charge in e.
Cartesian coordinates (Å):
K 0.9965 -1.4311 -1.0793  0.989
C -6.6609 -1.3933 2.0086  -0.585
F -7.0311 -1.0980 3.2654  0.095
F -6.4874 -2.7420 2.0964  0.065
F -7.7578 -1.2429 1.2265  0.088
S -5.0556 -0.4261 1.3656  0.434
O -4.7465 -0.8405 0.0401  -0.351
O -5.4816 0.9806 1.5084  -0.370
O -3.9475 -0.7838 2.2252  -0.370
C 3.6932 -3.7618 -10.5711  -0.096
C 3.5570 -5.3157 -10.4343  -0.217
C 2.8596 -5.7512 -9.1469  -0.211
C 3.1950 -5.0182 -7.9998  -0.289
N 3.4891 -4.4530 -7.0425  0.146
H 2.8139 -3.2728 -10.9904  0.069
H 4.3653 -3.6249 -11.4183  0.064
H 4.0654 -3.1832 -9.7257  0.068
H 4.5203 -5.8028 -10.5856  0.107
H 2.9038 -5.7013 -11.2171  0.104
H 3.1023 -6.7645 -8.8270  0.127
H 1.7735 -5.6670 -9.1863  0.130
C -3.5579 5.6757 -4.0041  -0.176
C -3.6205 5.8672 -5.5645  -0.196
C -2.7677 4.6857 -6.1472  -0.222
S -1.1958 4.6393 -5.1670  0.754
O -0.2470 5.7346 -5.5822  -0.380
O -0.8103 3.2236 -5.0178  -0.375
C -2.0405 5.3462 -3.6316  -0.192
H -4.1539 4.8441 -3.6282  0.107
H -3.9001 6.5550 -3.4582  0.104
H -3.1933 6.8032 -5.9242  0.105
H -4.5978 5.9877 -6.0319  0.106
H -2.5782 4.5656 -7.2138  0.099
H -3.2158 3.7188 -5.9180  0.092
H -1.5542 6.2275 -3.2135  0.090
H -1.8658 4.6181 -2.8395  0.084
C -1.1702 -5.4008 7.3927  -0.209
C -0.3279 -4.1440 7.3741  -0.236
C 1.1644 -4.5581 7.1209  -0.180
S 0.9468 -5.6889 5.6221  0.703
O 1.9841 -6.7554 5.5589  -0.369
O 0.8372 -4.8417 4.4657  -0.349
C -0.7655 -6.2380 6.1021  -0.189
H -2.2509 -5.2623 7.4254  0.114
H -0.9915 -6.0487 8.2508  0.109
H -0.3708 -3.6992 8.3683  0.107
H -0.7509 -3.4033 6.6955  0.121
H 1.5809 -5.1384 7.9442  0.097
H 1.8427 -3.7448 6.8630  0.095
H -0.7307 -7.2593 6.4815  0.088
H -1.3284 -6.2704 5.1693  0.097
C 2.4694 3.8195 6.1287  -0.226
C 3.8619 4.3527 6.1714  -0.206
C 4.2983 5.0709 4.8123  -0.173
S 2.8767 4.7830 3.6831  0.695
O 3.1499 3.5123 3.0215  -0.348
O 2.4890 6.0186 2.9766  -0.344
C 1.6818 4.3814 4.9253  -0.239
H 2.1096 3.8221 7.1575  0.119
H 2.4151 2.7645 5.8602  0.110
H 4.6251 3.6029 6.3799  0.108
H 3.9451 4.9407 7.0854  0.108
H 5.1447 4.8196 4.1730  0.096
H 4.3515 6.1461 4.9833  0.091
H 0.8169 3.8698 4.5028  0.115
H 1.2279 5.3500 5.1346  0.098

Calculated total energy ... -105862.627 eV
HOMO energy ... -7.5945 eV
Spin multiplicity ... 1
LUMO level ... -2.0 eV

Entry 5:
Below is a 12-piece molecular cluster, CH25NO13 overall, with properties calculated with ωB97M-V with the def2-TZVPD basis set.

Last column: Löwdin charge in e.
Cartesian coordinates (Å):
N -0.2513 0.1266 -0.5129  0.321
H -1.0493 0.1826 0.1351  0.115
H -0.5203 0.8446 -1.2249  0.109
H -0.2563 -0.8144 -0.9179  0.101
H 0.7257 0.1786 -0.1799  0.127
C 1.0367 -1.9714 1.9561  -0.859
O 1.9907 -2.5514 2.3851  0.088
O 0.1827 -2.4594 1.0561  0.093
O 0.8407 -0.7714 2.1621  -0.061
H 0.6947 -3.1554 0.7121  0.067
O 0.7827 -2.9014 -2.0659  -0.138
H -0.1853 -3.0704 -2.2709  0.072
H 1.1027 -3.4754 -1.2009  0.122
O 1.7887 3.2816 -0.3249  0.082
H 2.2907 2.4386 -0.3899  0.061
H 2.2277 3.9476 -0.4559  -0.088
O -2.7653 1.0536 -2.5279  -0.114
H -3.5073 0.4556 -2.1559  0.089
H -2.6183 1.8816 -1.9979  0.056
O -2.5873 -1.6674 0.5221  -0.006
H -3.3983 -1.5404 0.8381  -0.036
H -1.9083 -1.8424 1.1471  -0.022
O 1.3167 0.2486 -3.1819  -0.014
H 1.7067 0.9886 -2.8469  -0.076
H 1.9437 -0.4234 -3.3039  0.011
O 3.5097 0.7826 -0.8529  -0.236
H 3.4387 -0.2994 -0.4409  0.189
H 3.6717 0.7906 -1.9799  0.156
O 0.6807 2.4776 -2.3659  -0.010
H 0.7727 3.1066 -3.0039  0.021
H 1.2787 2.9426 -1.8279  -0.037
O -3.2853 0.6956 1.6741  -0.046
H -2.7143 0.1006 2.1481  -0.035
H -3.3813 1.1606 2.4671  0.011
O -1.7423 -1.1404 3.0601  -0.094
H -0.7363 -0.8894 2.8141  0.082
H -1.6673 -1.7274 3.7951  0.049
O 0.1097 1.3146 2.8661  -0.051
H -0.1213 1.1396 3.7321  -0.014
H 0.6017 0.5606 2.5581  -0.086

Calculated total energy ... -29546.397 eV
Energy above the lowest of the compared OMol25 structures with the same formula, charge and spin ... 620.95 kJ/mol
HOMO energy ... -9.1373 eV
Spin multiplicity ... 1
LUMO level ... -0.5 eV

| no. | strongest force on any atom (Eh/bohr) |
| --- | --- |
| 1 | 0.06520 |
| 2 | 0.01697 |
| 3 | 0.02701 |
| 4 | 0.06753 |
| 5 | 0.27247 |